Entry 1:
C3H7FO2Tb | the ωB97M-V functional and the def2-TZVPD basis

Calculated values
- Net charge: +1
- Frontier orbital gap (spin up / spin down): 0.2057 / 0.2774 hartree
- 2S+1: 7
- Highest occupied orbital energy (spin up / spin down): -13.37 / -13.39 eV

Each line ends with the Löwdin charge.
Element x y z (Å)
Tb: 1.995 1.432 -0.683  2.007
F: 2.989 0.201 0.693  -0.572
O: 0.032 1.968 -0.428  -0.447
C: -1.203 1.396 -0.170  -0.286
C: -1.164 -0.067 0.261  -0.208
O: -0.527 -0.925 -0.656  -0.188
C: 0.744 -1.457 -0.303  -0.175
H: -1.837 1.449 -1.080  0.136
H: -1.741 1.941 0.633  0.138
H: -2.196 -0.435 0.367  0.145
H: -0.668 -0.147 1.250  0.138
H: 1.493 -2.203 -0.644  0.097
H: 1.698 -0.885 0.407  0.115
H: 0.383 -2.268 0.353  0.099

***

Entry 2:
C3H3N3 | the ωB97M-V functional and the def2-TZVPD basis

Calculated values
- Relative energy (zero: lowest compared OMol25 entry of this formula, charge and spin): 252.0 kJ/mol
- Frontier orbital gap: 0.3456 hartree
- Highest occupied orbital energy: -9.96 eV
- SMILES string: c1cnncn1

Each line ends with the natural charge from an NBO analysis.
Element x y z (Å)
C: 0.708 0.775 -0.148  0.046
C: 1.180 -0.507 0.005  -0.060
N: 0.210 -1.405 -0.001  -0.195
N: -1.184 -1.156 -0.153  -0.226
C: -1.411 0.037 0.053  0.215
N: -0.617 1.131 0.007  -0.390
H: 1.340 1.601 -0.142  0.196
H: 2.306 -0.860 0.246  0.238
H: -2.532 0.385 0.133  0.178

***

Entry 3:
C44H33BCl80F3NO7S | the ωB97M-V functional and the def2-TZVPD basis

Calculated values
- Relative energy (zero: lowest compared OMol25 entry of this formula, charge and spin): 0.0 kJ/mol
- Frontier orbital gap: 0.3406 hartree
- Highest occupied orbital energy: -9.32 eV

Each line ends with the Löwdin charge.
Element x y z (Å)
C: -1.721 0.044 0.669  -0.078
C: -3.000 0.825 0.389  -0.271
O: -2.722 2.215 0.434  -0.125
C: -2.492 2.793 -0.826  -0.195
C: -1.378 3.828 -0.822  -0.167
O: -0.293 3.465 0.020  -0.066
C: 0.873 4.101 -0.417  -0.236
O: 1.405 3.532 -1.585  -0.037
C: 2.530 2.666 -1.468  -0.226
B: 2.472 1.532 -0.294  -0.474
C: 3.756 1.117 0.546  0.013
O: 1.289 0.936 0.018  0.131
C: 3.846 3.404 -1.307  -0.136
C: 5.061 2.825 -1.643  -0.059
C: 6.272 3.463 -1.488  -0.230
N: 6.366 4.719 -1.036  0.076
C: 5.205 5.295 -0.754  -0.141
C: 3.943 4.716 -0.841  0.016
C: 2.484 1.820 -2.785  -0.353
C: 1.046 1.393 -3.056  0.028
C: 3.059 2.615 -3.974  -0.082
C: 2.311 2.538 -5.320  -0.128
C: 1.177 3.539 -5.449  -0.225
C: 1.289 4.858 -5.022  -0.054
C: 0.228 5.756 -5.111  -0.067
C: -0.984 5.314 -5.632  -0.135
C: -1.101 4.004 -6.074  -0.079
C: -0.040 3.108 -5.988  -0.042
O: 3.219 0.614 -2.448  -0.136
C: 3.518 -0.247 -3.476  -0.202
S: 3.099 -1.939 -2.882  0.780
O: 3.951 -2.941 -3.452  -0.269
O: 3.163 -1.906 -1.446  -0.269
C: 1.302 -2.283 -3.247  -0.719
F: 1.175 -3.603 -3.210  0.117
F: 0.516 -1.793 -2.301  0.065
F: 0.932 -1.857 -4.445  0.141
H: -1.111 0.592 1.381  0.058
H: -1.956 -0.939 1.079  0.020
H: -1.147 -0.103 -0.245  0.063
H: -3.453 0.510 -0.556  0.107
H: -3.727 0.591 1.167  0.056
H: -3.396 3.273 -1.223  0.106
H: -2.235 2.014 -1.555  0.123
H: -1.765 4.804 -0.504  0.129
H: -1.055 3.943 -1.861  0.123
H: 1.579 4.205 0.405  0.144
H: 0.581 5.125 -0.691  0.141
H: 4.560 0.770 -0.101  0.054
H: 3.525 0.332 1.257  0.022
H: 4.099 2.011 1.077  0.081
H: 1.462 0.024 0.286  0.050
H: 5.080 1.819 -2.035  0.113
H: 7.186 2.965 -1.746  0.048
H: 5.251 6.326 -0.416  0.106
H: 3.068 5.287 -0.580  0.102
H: 0.981 0.702 -3.898  0.081
H: 0.628 0.879 -2.193  0.090
H: 0.399 2.236 -3.276  0.097
H: 4.087 2.304 -4.172  0.124
H: 3.138 3.672 -3.738  0.102
H: 1.969 1.547 -5.608  0.099
H: 3.042 2.832 -6.080  0.126
H: 2.226 5.194 -4.595  0.039
H: 0.371 6.761 -4.739  0.096
H: -1.824 6.007 -5.673  -0.045
H: -2.042 3.641 -6.472  0.102
H: -0.138 2.082 -6.316  0.111
H: 2.952 -0.092 -4.395  0.113
H: 4.592 -0.320 -3.661  0.133
C: -2.237 -4.587 1.180  -2.034
Cl: -1.267 -4.110 -0.214  0.515
Cl: -3.485 -3.373 1.471  0.501
Cl: -3.006 -6.149 0.872  0.536
Cl: -1.195 -4.708 2.601  0.522
C: 4.259 7.707 -6.193  -2.050
Cl: 4.478 6.678 -7.611  0.526
Cl: 4.303 6.710 -4.734  0.545
Cl: 5.552 8.906 -6.125  0.532
Cl: 2.697 8.527 -6.296  0.531
C: -5.414 -0.994 3.990  -2.015
Cl: -4.912 -2.651 4.326  0.498
Cl: -6.742 -0.550 5.064  0.518
Cl: -4.054 0.100 4.254  0.551
Cl: -5.956 -0.896 2.305  0.494
C: -5.111 7.646 -5.574  -2.031
Cl: -6.156 7.502 -4.157  0.526
Cl: -4.453 9.281 -5.662  0.532
Cl: -3.773 6.486 -5.443  0.601
Cl: -6.043 7.303 -7.034  0.530
C: -3.550 -3.078 -3.490  -2.011
Cl: -4.288 -4.005 -2.182  0.529
Cl: -1.901 -2.615 -3.048  0.575
Cl: -3.465 -4.069 -4.949  0.502
Cl: -4.513 -1.627 -3.798  0.529
C: 1.219 -1.030 3.535  -1.977
Cl: 1.684 0.668 3.419  0.582
Cl: 2.029 -1.768 4.922  0.504
Cl: -0.527 -1.127 3.706  0.557
Cl: 1.697 -1.886 2.055  0.544
C: -7.080 2.288 -0.990  -2.040
Cl: -8.765 2.089 -1.483  0.530
Cl: -6.799 3.961 -0.503  0.532
Cl: -6.731 1.213 0.368  0.499
Cl: -6.022 1.882 -2.349  0.520
C: 5.431 1.738 5.374  -2.043
Cl: 6.317 2.145 3.900  0.515
Cl: 4.176 2.948 5.661  0.526
Cl: 4.677 0.152 5.184  0.477
Cl: 6.545 1.705 6.745  0.534
C: -3.327 -6.716 -8.332  -2.032
Cl: -2.424 -6.585 -9.848  0.526
Cl: -2.382 -5.997 -7.028  0.448
Cl: -4.871 -5.871 -8.490  0.536
Cl: -3.612 -8.417 -7.964  0.519
C: -7.670 0.333 9.000  -2.012
Cl: -6.441 1.605 8.964  0.525
Cl: -8.696 0.531 10.417  0.485
Cl: -8.651 0.424 7.535  0.523
Cl: -6.875 -1.247 9.067  0.479
C: 8.459 0.086 0.537  -1.998
Cl: 7.615 -0.717 1.863  0.522
Cl: 10.090 0.527 1.044  0.538
Cl: 8.494 -1.004 -0.871  0.487
Cl: 7.579 1.553 0.075  0.624
C: 11.966 -3.713 0.542  -2.028
Cl: 10.598 -2.699 0.058  0.463
Cl: 13.454 -3.078 -0.170  0.529
Cl: 12.110 -3.714 2.304  0.529
Cl: 11.684 -5.359 -0.032  0.498
C: -2.198 -12.249 -8.804  -2.066
Cl: -1.131 -11.447 -7.645  0.511
Cl: -1.439 -13.738 -9.375  0.525
Cl: -3.735 -12.633 -8.020  0.519
Cl: -2.491 -11.171 -10.171  0.509
C: -6.757 -5.574 7.445  -2.042
Cl: -8.435 -5.795 6.944  0.531
Cl: -6.551 -3.939 8.090  0.469
Cl: -6.352 -6.757 8.693  0.530
Cl: -5.691 -5.801 6.053  0.514
C: -7.255 2.880 13.941  -2.032
Cl: -6.808 4.582 13.812  0.512
Cl: -6.434 2.157 15.328  0.535
Cl: -9.006 2.756 14.161  0.514
Cl: -6.787 2.023 12.466  0.478
C: 4.519 -4.530 3.089  -2.030
Cl: 2.826 -4.737 2.628  0.495
Cl: 4.767 -2.895 3.723  0.467
Cl: 4.937 -5.713 4.333  0.534
Cl: 5.550 -4.767 1.675  0.536
C: 8.535 -7.375 -2.479  -2.056
Cl: 6.883 -7.167 -3.071  0.522
Cl: 9.084 -5.883 -1.711  0.487
Cl: 8.576 -8.690 -1.300  0.522
Cl: 9.601 -7.766 -3.833  0.522
C: -4.145 6.215 11.174  -2.059
Cl: -3.252 6.674 9.721  0.527
Cl: -5.419 7.402 11.483  0.518
Cl: -4.873 4.624 10.946  0.486
Cl: -3.043 6.163 12.554  0.525
C: 1.271 -7.210 -5.814  -2.044
Cl: 2.452 -5.914 -5.602  0.539
Cl: 0.019 -7.068 -4.571  0.519
Cl: 0.528 -7.083 -7.411  0.495
Cl: 2.077 -8.775 -5.659  0.527
C: -10.646 -2.126 12.966  -2.052
Cl: -12.336 -2.319 12.489  0.528
Cl: -10.394 -0.498 13.609  0.499
Cl: -10.243 -3.317 14.207  0.529
Cl: -9.605 -2.354 11.562  0.499

***

Entry 4:
C10H16 | the ωB97M-V functional and the def2-TZVPD basis

Calculated values
- Relative energy (zero: lowest compared OMol25 entry of this formula, charge and spin): 88.0 kJ/mol
- Frontier orbital gap: 0.3688 hartree
- Highest occupied orbital energy: -9.02 eV
- SMILES string: Cc1ccccc1.CCC

Each line ends with the natural charge from an NBO analysis.
Element x y z (Å)
C: 0.152 -2.536 -1.383  -0.635
C: -0.882 -1.945 -0.410  0.014
C: -1.260 -0.621 -0.618  -0.238
C: -2.051 -0.012 0.356  -0.198
C: -2.510 -0.738 1.449  -0.233
C: -2.070 -2.040 1.653  -0.193
C: -1.212 -2.641 0.748  -0.233
H: 0.457 -3.568 -1.253  0.218
H: 0.986 -1.841 -1.275  0.220
H: -0.246 -2.424 -2.395  0.214
H: -1.015 -0.203 -1.580  0.217
H: -2.219 1.058 0.329  0.211
H: -3.124 -0.237 2.182  0.213
H: -2.480 -2.582 2.494  0.211
H: -0.735 -3.581 0.981  0.213
C: 2.479 1.209 -0.253  -0.617
C: 1.207 1.905 0.261  -0.422
C: 1.150 3.331 -0.320  -0.604
H: 3.227 1.911 -0.628  0.203
H: 2.294 0.532 -1.084  0.205
H: 2.962 0.712 0.583  0.212
H: 0.267 1.332 0.220  0.218
H: 1.098 1.930 1.353  0.198
H: 1.319 3.299 -1.398  0.199
H: 0.215 3.800 -0.020  0.206
H: 1.989 3.947 0.008  0.201

***

Entry 5:
C5H6O | the ωB97M-V functional and the def2-TZVPD basis

Calculated values
- Relative energy (zero: lowest compared OMol25 entry of this formula, charge and spin): 335.7 kJ/mol
- Frontier orbital gap: 0.3710 hartree
- Highest occupied orbital energy: -9.07 eV
- SMILES string: C#CC(=C)OC

Each line ends with the natural charge from an NBO analysis.
Element x y z (Å)
C: -2.245 0.778 -0.093  -0.171
C: -1.226 0.182 0.076  -0.084
C: -0.198 -0.751 0.044  0.195
C: -0.457 -2.024 -0.222  -0.394
O: 1.067 -0.408 0.477  -0.499
C: 1.449 0.747 -0.218  -0.266
H: -3.238 1.067 -0.200  0.229
H: 0.449 -2.582 -0.201  0.214
H: -1.449 -2.423 -0.421  0.221
H: 0.928 0.853 -1.157  0.181
H: 2.533 0.669 -0.440  0.200
H: 1.159 1.844 0.278  0.174

***

Entry 6:
C17H28F3N2NaO7S3 | the ωB97M-V functional and the def2-TZVPD basis

Calculated values
- Frontier orbital gap: 0.2397 hartree
- Highest occupied orbital energy: -7.80 eV

Each line ends with the natural charge from an NBO analysis.
Element x y z (Å)
Na: -5.029 5.487 -23.026  0.984
C: -1.287 3.496 -26.305  0.778
F: -0.538 2.445 -26.616  -0.321
F: -0.414 4.442 -26.088  -0.326
F: -2.010 3.781 -27.325  -0.311
S: -2.302 3.317 -24.566  2.232
O: -1.321 3.059 -23.428  -0.951
O: -3.196 4.469 -24.485  -1.073
O: -3.161 2.138 -24.747  -1.002
C: -6.958 2.083 -27.174  -0.605
C: -5.799 2.964 -27.427  -0.408
C: -5.072 2.619 -28.743  -0.504
C: -6.024 2.729 -29.901  0.288
N: -6.773 2.875 -30.798  -0.346
H: -7.659 2.130 -28.007  0.209
H: -7.498 2.308 -26.254  0.207
H: -6.604 1.080 -26.937  0.205
H: -5.301 2.786 -26.474  0.250
H: -6.125 4.004 -27.464  0.198
H: -4.518 1.680 -28.744  0.246
H: -4.331 3.387 -28.966  0.256
C: -3.052 -1.528 -28.555  -0.398
C: -3.170 -2.329 -27.265  -0.419
C: -1.783 -2.479 -26.542  -0.614
S: -1.030 -0.729 -26.700  2.075
O: 0.278 -1.001 -27.270  -0.940
O: -1.272 0.053 -25.489  -0.885
C: -2.253 -0.226 -28.061  -0.636
H: -4.035 -1.330 -28.984  0.226
H: -2.396 -2.032 -29.264  0.209
H: -3.583 -3.283 -27.593  0.218
H: -3.832 -1.826 -26.560  0.213
H: -1.159 -3.147 -27.136  0.232
H: -1.769 -2.583 -25.457  0.245
H: -1.729 0.377 -28.803  0.242
H: -2.949 0.367 -27.468  0.232
C: -1.022 4.605 -18.440  -0.383
C: -0.403 4.314 -19.776  -0.417
C: -0.920 5.393 -20.839  -0.654
S: -2.584 5.848 -20.183  2.191
O: -3.536 5.365 -21.117  -1.035
O: -2.426 7.243 -19.931  -0.945
C: -2.609 4.901 -18.713  -0.708
H: -0.641 5.603 -18.221  0.212
H: -0.730 3.922 -17.643  0.240
H: -0.523 3.317 -20.200  0.235
H: 0.664 4.516 -19.681  0.226
H: -1.182 4.919 -21.784  0.283
H: -0.280 6.266 -20.964  0.246
H: -3.089 3.953 -18.954  0.246
H: -3.364 5.331 -18.055  0.263
N: 0.034 7.251 -29.309  -0.498
C: -0.061 8.569 -29.120  -0.075
C: 0.081 8.885 -27.808  -0.313
C: -0.069 7.667 -27.121  -0.306
C: -0.098 6.632 -28.115  -0.084
H: 0.206 6.875 -30.230  0.415
H: -0.073 9.171 -30.017  0.197
H: 0.159 9.854 -27.337  0.223
H: -0.028 7.473 -26.060  0.222
H: -0.170 5.556 -28.074  0.215

***

What is the formula in the fifth record?
C5H6O